a) # C3H6N4O

C3H6N4O in the gas phase (wB97M-V/def2-TZVPD, OMol25).

Results
2S+1	1
HOMO	-7.093	eV
SMILES	N/N=c1\cc[nH]n1O
HOMO-LUMO gap	7.4984	eV

Geometry (Å):
C1 -0.299 0.131 -0.454
C2 0.155 -1.230 0.002
C3 1.574 -1.205 -0.057
H1 -3.237 0.428 0.406
H2 -1.864 -0.792 0.688
H3 -0.705 -2.030 -0.249
H4 2.351 -2.004 0.104
H5 2.891 0.502 -0.215
H6 -0.371 2.395 0.429
N1 -2.406 -0.179 0.020
N2 -1.501 0.629 -0.376
N3 1.902 0.202 0.047
N4 0.838 0.947 -0.488
O1 0.671 2.206 0.144


b) # C3H6N4O

C3H6N4O in the gas phase (wB97M-V/def2-TZVPD, OMol25).

Results
2S+1	1
HOMO	-8.190	eV
HOMO-LUMO gap	7.9127	eV

Geometry (Å):
C1 -0.497 -0.647 0.719
N1 -1.499 0.108 -0.459
N2 -0.421 0.252 1.794
O1 -0.669 -1.838 0.877
H1 0.151 1.070 1.643
H2 -2.029 0.933 -0.195
H3 -2.085 -0.586 -0.914
H4 -0.199 -0.222 2.657
C2 1.956 -0.235 -0.584
N3 0.699 -0.173 -0.519
C3 -0.227 0.550 -1.425
N4 -0.155 1.274 -2.371
H5 2.513 -0.812 0.151
H6 2.462 0.326 -1.373


Verdict on stability: a) comes out at the bottom.


a) # C3H6N4O

C3H6N4O in the gas phase (wB97M-V/def2-TZVPD, OMol25).

Results
2S+1	1
HOMO	-9.198	eV
SMILES	[H]/N=c1/[nH]/c(=N\[H])on1C
HOMO-LUMO gap	9.6997	eV

Geometry (Å):
C1 -1.567 -1.536 0.404
C2 1.415 0.051 -0.067
C3 -0.770 0.695 -0.049
H1 -1.276 -1.803 1.446
H2 -1.530 -2.454 -0.467
H3 -2.658 -1.155 0.492
H4 3.126 0.659 0.395
H5 0.777 2.051 0.727
H6 -2.652 1.293 0.048
N1 -0.793 -0.555 -0.263
N2 2.602 -0.184 0.345
N3 0.479 1.158 -0.063
N4 -1.673 1.628 -0.027
O1 0.681 -1.022 -0.538


b) # C3H6N4O

A molecular structure, C3H6N4O (wB97M-V/def2-TZVPD, OMol25).

Results
2S+1	1
HOMO	-7.828	eV
HOMO-LUMO gap	8.3999	eV

Geometry (Å):
C1 -1.531 0.428 -1.326
C2 -0.901 -0.663 0.277
C3 0.235 -0.043 -0.227
N1 -2.009 -0.357 -0.409
N2 -0.184 0.644 -1.299
N3 -0.902 -1.496 1.446
N4 1.553 -0.126 0.499
O1 0.535 1.598 -2.082
H1 -2.104 0.730 -2.292
H2 -1.835 -1.427 1.776
H3 -0.698 -2.480 1.176
H4 1.253 -0.499 1.336
H5 1.878 0.802 0.669
H6 -0.212 2.136 -2.438


Verdict on stability: a) comes out at the bottom.


a) # C3H6N4O

C3H6N4O in the gas phase (wB97M-V/def2-TZVPD, OMol25).

Results
2S+1	1
HOMO	-10.346	eV
SMILES	COCc1nn[nH]n1
HOMO-LUMO gap	11.3335	eV

Geometry (Å):
C1 -2.314 0.889 -0.474
C2 -1.117 -0.757 0.688
C3 0.259 -0.356 0.276
H1 -3.384 1.060 -0.966
H2 -1.451 1.366 -1.021
H3 -2.390 1.339 0.615
H4 -1.205 -1.835 1.003
H5 -1.205 -0.170 1.633
H6 2.590 1.642 0.168
N1 1.193 -1.061 -0.404
N2 2.264 -0.309 -0.565
N3 1.909 0.832 0.058
N4 0.714 0.828 0.656
O1 -2.059 -0.511 -0.324


b) # C3H6N4O

C3H6N4O in the gas phase (wB97M-V/def2-TZVPD, OMol25).

Results
2S+1	1
HOMO	-9.325	eV
SMILES	[H]/N=C1\NC/C(=N\N)O1
HOMO-LUMO gap	9.7553	eV

Geometry (Å):
C1 0.390 0.513 -0.551
C2 -0.359 -0.708 -0.030
C3 -0.368 0.936 1.505
H1 2.129 -0.444 -3.045
H2 0.461 -0.540 -2.903
H3 0.380 -1.484 0.476
H4 -0.984 -1.120 -0.713
H5 -1.562 -0.769 1.720
H6 -1.291 0.870 3.158
N1 1.334 -0.543 -2.300
N2 1.277 0.635 -1.519
N3 -1.256 -0.057 0.976
N4 -0.539 1.346 2.636
O1 0.388 1.365 0.590


c) # C3H6N4O

C3H6N4O in the gas phase (wB97M-V/def2-TZVPD, OMol25).

Results
2S+1	1
HOMO	-8.460	eV
SMILES	[H]/N=c1\cc(O)[nH]n1N
HOMO-LUMO gap	8.2794	eV

Geometry (Å):
C1 1.417 -0.121 0.105
C2 0.597 0.935 -0.010
C3 -0.769 0.469 -0.266
H1 -2.212 -1.866 -0.275
H2 -2.279 -0.157 0.792
H3 1.281 -1.923 -0.990
H4 3.169 0.913 0.554
H5 1.239 1.947 -0.375
H6 -1.581 2.133 0.488
N1 -1.702 -1.258 0.515
N2 -0.699 -0.886 -0.444
N3 0.705 -1.397 -0.085
N4 -1.843 1.251 -0.128
O1 2.676 -0.041 0.119


d) # C3H6N4O

C3H6N4O in the gas phase (wB97M-V/def2-TZVPD, OMol25).

Results
2S+1	1
HOMO (spin up / spin down)	-8.000 / -7.330	eV
HOMO-LUMO gap (spin up / spin down)	7.8099 / 6.7671	eV

Geometry (Å):
C1 0.609 -0.928 -0.023
C2 -0.490 -0.093 -0.029
C3 2.990 0.029 0.354
N1 1.897 -0.794 -0.284
N2 -0.371 1.220 -0.239
N3 -1.882 -0.531 0.229
N4 -1.458 2.002 -0.055
O1 3.804 0.591 -0.287
H1 0.296 -1.929 0.403
H2 2.402 -1.681 -0.182
H3 -1.825 -0.852 1.159
H4 -2.284 -1.270 -0.266
H5 -1.410 2.766 -0.692
H6 -2.278 1.470 -0.087


Verdict on stability: c) comes out at the bottom.


a) # C3H6N4O

C3H6N4O in the gas phase (wB97M-V/def2-TZVPD, OMol25).

Results
2S+1	1
HOMO	-9.208	eV
SMILES	[H]/N=C\N=C\N(O)/C=N/[H]
HOMO-LUMO gap	9.6656	eV

Geometry (Å):
C1 -2.290 0.015 0.145
C2 0.120 -0.279 -0.060
C3 2.425 -0.525 0.025
H1 0.150 1.907 -0.117
H2 -2.958 0.843 0.482
H3 -3.592 -1.293 0.091
H4 0.017 -1.340 -0.251
H5 2.248 -1.622 0.047
H6 3.518 0.948 -0.088
N1 -1.035 0.467 -0.157
N2 -2.600 -1.189 -0.098
N3 1.231 0.321 0.031
N4 3.607 -0.096 0.002
O1 -0.841 1.842 -0.052


b) # C3H6N4O

2 unconnected molecules or ions with the total composition C3H6N4O (wB97M-V/def2-TZVPD, OMol25).

Results
2S+1	1
HOMO	-9.608	eV
HOMO-LUMO gap	10.5807	eV

Geometry (Å):
C1 0.464 0.303 -1.530
C2 -0.638 0.468 -0.647
C3 1.066 -0.211 1.911
N1 -0.036 -0.467 -2.504
N2 -1.662 -0.245 -1.073
N3 -1.254 -0.726 -2.163
N4 -0.613 1.328 1.143
O1 0.658 1.086 1.634
H1 1.328 0.857 -1.516
H2 1.921 0.010 2.594
H3 1.396 -0.743 1.045
H4 0.246 -0.772 2.300
H5 -1.664 -1.468 -2.698
H6 -1.211 0.581 1.503


c) # C3H6N4O

C3H6N4O in the gas phase (wB97M-V/def2-TZVPD, OMol25).

Results
2S+1	1
HOMO	-9.297	eV
SMILES	CNn1[nH]ncc1=O
HOMO-LUMO gap	9.8324	eV

Geometry (Å):
C1 1.808 -0.121 0.637
C2 -2.125 0.331 0.354
C3 -0.956 1.089 -0.162
H1 1.795 0.704 1.359
H2 1.467 -1.115 0.977
H3 2.874 -0.155 0.443
H4 1.585 -0.188 -1.450
H5 -0.868 -1.785 -1.115
H6 -3.008 0.706 0.774
N1 1.164 0.285 -0.645
N2 -0.207 0.087 -0.683
N3 -0.764 -1.163 -0.349
N4 -2.048 -0.949 0.071
O1 -0.717 2.274 -0.212


d) # C3H6N4O

3 unconnected molecules or ions with the total composition C3H6N4O (wB97M-V/def2-TZVPD, OMol25).

Results
2S+1	1
HOMO	-7.582	eV
HOMO-LUMO gap	7.2908	eV

Geometry (Å):
C1 0.218 0.554 -0.175
C2 -1.920 -0.028 -0.096
C3 0.239 -0.722 -0.259
H1 1.415 1.788 0.865
H2 1.880 1.688 -0.817
H3 -1.261 2.100 0.003
H4 -1.575 -2.113 -0.041
H5 1.107 -2.222 1.119
H6 2.645 -0.770 -0.004
N1 1.155 1.534 -0.103
N2 -1.092 1.052 -0.065
N3 -0.998 -1.146 -0.250
N4 1.345 -1.625 -0.131
O1 -3.158 -0.089 -0.046


Verdict on stability: b) comes out at the bottom.


a) # C4H12

2 unconnected molecules or ions with the total composition C4H12 (wB97M-V/def2-TZVPD, OMol25).

Results
2S+1	1
HOMO	-11.297	eV
SMILES	CC.CC
HOMO-LUMO gap	12.3217	eV

Geometry (Å):
C1 -1.494 1.985 1.144
C2 -0.544 1.454 2.210
H1 -2.042 2.828 1.564
H2 -2.325 1.295 0.913
H3 -1.107 2.161 0.150
H4 0.099 0.613 1.936
H5 0.288 2.175 2.267
H6 -1.051 1.337 3.158
C3 0.329 -2.094 -1.553
C4 1.707 -1.425 -1.733
H7 0.040 -2.324 -2.574
H8 -0.337 -1.461 -0.975
H9 0.333 -3.038 -1.008
H10 2.415 -1.443 -0.910
H11 2.175 -1.704 -2.673
H12 1.513 -0.361 -1.917


b) # C4H12

2 unconnected molecules or ions with the total composition C4H12 (wB97M-V/def2-TZVPD, OMol25).

Results
2S+1	1
HOMO	-11.629	eV
SMILES	CC.CC
HOMO-LUMO gap	12.7748	eV

Geometry (Å):
C1 -0.473 -1.784 -2.260
C2 0.506 -1.318 -1.200
H1 0.038 -2.284 -3.083
H2 -1.251 -2.467 -1.907
H3 -1.029 -0.942 -2.680
H4 0.067 -0.671 -0.445
H5 1.309 -0.818 -1.728
H6 0.969 -2.159 -0.687
C3 0.661 1.902 1.802
C4 -0.684 1.230 1.694
H7 1.302 1.467 2.572
H8 1.231 1.758 0.885
H9 0.624 2.981 1.954
H10 -0.627 0.217 1.301
H11 -1.197 1.122 2.660
H12 -1.447 1.767 1.124


Verdict on stability: a) comes out at the bottom.


a) # C4H12

2 unconnected molecules or ions with the total composition C4H12 (wB97M-V/def2-TZVPD, OMol25).

Results
2S+1	1
HOMO	-11.072	eV
SMILES	CC.CC
HOMO-LUMO gap	12.1567	eV

Geometry (Å):
C1 -2.291 0.887 -0.164
C2 -2.065 -0.599 -0.493
H1 -1.672 1.674 -0.779
H2 -3.267 1.110 -0.416
H3 -1.870 1.102 0.947
H4 -1.151 -1.121 -0.092
H5 -2.186 -0.718 -1.534
H6 -2.757 -1.370 0.001
C3 2.862 0.250 0.226
C4 1.515 -0.552 0.406
H7 2.867 1.038 0.972
H8 3.797 -0.286 0.431
H9 2.628 0.941 -0.713
H10 0.948 -0.416 -0.501
H11 1.673 -1.636 0.570
H12 0.865 -0.235 1.268


b) # C4H12

2 unconnected molecules or ions with the total composition C4H12 (wB97M-V/def2-TZVPD, OMol25).

Results
2S+1	1
HOMO	-11.705	eV
SMILES	CC.CC
HOMO-LUMO gap	12.8192	eV

Geometry (Å):
C1 -2.387 -1.577 0.650
C2 -1.112 -1.262 1.399
H1 -3.017 -0.691 0.509
H2 -2.173 -1.979 -0.353
H3 -3.047 -2.287 1.149
H4 -0.371 -0.860 0.704
H5 -0.666 -2.150 1.853
H6 -1.318 -0.482 2.171
C3 1.161 0.979 -0.840
C4 2.363 1.860 -1.192
H7 1.033 0.685 0.201
H8 0.278 1.568 -1.123
H9 1.099 0.056 -1.409
H10 2.278 2.111 -2.251
H11 3.365 1.501 -0.928
H12 2.329 2.780 -0.597


c) # C4H12

2 unconnected molecules or ions with the total composition C4H12 (wB97M-V/def2-TZVPD, OMol25).

Results
2S+1	1
HOMO	-11.737	eV
SMILES	CC.CC
HOMO-LUMO gap	12.8520	eV

Geometry (Å):
C1 -1.245 2.523 0.498
C2 0.115 2.136 1.090
H1 -2.049 2.123 1.100
H2 -1.321 3.586 0.277
H3 -1.318 2.119 -0.515
H4 0.029 1.527 1.996
H5 0.744 1.564 0.410
H6 0.671 2.994 1.479
C3 0.498 -1.748 -1.314
C4 0.610 -2.890 -0.277
H7 0.312 -2.163 -2.300
H8 -0.348 -1.096 -1.096
H9 1.422 -1.181 -1.331
H10 1.347 -2.637 0.479
H11 0.865 -3.836 -0.746
H12 -0.333 -3.020 0.250


d) # C4H12

2 unconnected molecules or ions with the total composition C4H12 (wB97M-V/def2-TZVPD, OMol25).

Results
2S+1	1
HOMO	-11.445	eV
SMILES	CC.CC
HOMO-LUMO gap	12.5637	eV

Geometry (Å):
C1 1.690 -0.263 -0.986
C2 1.729 1.164 -1.488
H1 2.033 -0.260 0.055
H2 0.648 -0.588 -0.961
H3 2.255 -1.053 -1.485
H4 0.766 1.605 -1.183
H5 1.844 1.347 -2.560
H6 2.467 1.831 -1.042
C3 -1.302 -0.787 0.671
C4 -2.103 -0.124 1.787
H7 -0.513 -0.175 0.237
H8 -0.869 -1.709 1.075
H9 -1.959 -1.060 -0.154
H10 -1.587 -0.142 2.739
H11 -2.366 0.901 1.509
H12 -3.051 -0.664 1.897


Verdict on stability: a) comes out at the bottom.